Arrangement i

Computed, not measured: a structure of composition H14LiO7, with wB97M-V/def2-TZVPD.

Properties
Total charge: +1
Kohn-Sham gap in eV: 11.09

XYZ file:
```
22
H14LiO7 | the Open Molecules 2025 dataset | wB97M-V/def2-TZVPD
Li 0.35 0.29 0.03
O -0.72 1.20 2.09
H -0.04 1.35 2.78
H -1.38 0.73 2.55
O 0.25 2.65 -0.68
H -0.64 2.92 -0.96
H 0.36 3.17 0.11
O -1.47 0.26 -1.10
H -2.27 0.02 -0.70
H -1.29 -0.28 -1.86
O 0.00 -1.66 0.95
H 0.25 -2.58 0.99
H -0.40 -1.34 1.75
O -1.58 -2.59 -1.17
H -0.85 -3.20 -1.38
H -1.18 -2.09 -0.49
O 1.29 -0.26 -1.83
H 1.72 -1.07 -2.04
H 0.93 0.16 -2.63
O 2.11 0.60 0.86
H 2.13 1.54 1.07
H 2.43 0.18 1.68
```

=====

Arrangement ii

Computed, not measured: a structure of composition H14LiO7, with wB97M-V/def2-TZVPD.

Properties
Total charge: +1
Kohn-Sham gap in eV: 10.25

XYZ file:
```
22
H14LiO7 | the Open Molecules 2025 dataset | wB97M-V/def2-TZVPD
Li -3.06 23.60 -18.86
O -4.10 22.74 -17.23
H -3.60 23.05 -16.52
H -4.25 21.83 -16.94
O -4.72 23.34 -20.29
H -4.71 24.20 -20.66
H -4.41 22.80 -21.01
O -1.37 23.64 -17.50
H -1.23 22.68 -17.37
H -0.96 24.07 -16.73
O -2.15 24.78 -20.21
H -1.48 25.48 -20.23
H -2.54 24.97 -21.04
O -2.58 21.67 -19.38
H -3.47 21.51 -19.46
H -2.19 21.43 -20.23
O -3.58 25.57 -17.72
H -3.78 26.22 -18.40
H -2.79 25.88 -17.31
O -6.55 21.97 -18.73
H -5.74 22.38 -19.08
H -7.20 22.20 -19.38
```

=====

Looking at the structures above, which would you pick as the most stable? I would pick arrangement i.